(1)
Molecular formula: C5H3DyO3
Method: DFT, ωB97M-V/def2-TZVPD

Computed properties:
- spin multiplicity = 6
- electronic energy (Ha) = -1302.3208
- charge = +2

Element x y z (Å)
1 Dy 3.03257 0.03338 -1.10886
2 O 2.73612 2.21864 -0.04670
3 O 1.18811 0.02723 0.30830
4 O -2.88471 1.36794 -1.10676
5 C 1.89942 2.55701 0.69548
6 C -0.05201 -0.40754 0.64851
7 C -0.72743 -1.59694 0.04782
8 C -1.18072 -0.23313 -0.34375
9 C -2.10639 0.57154 -0.73652
10 H -0.31071 -0.17297 1.68762
11 H -1.39733 -2.19386 0.67164
12 H -0.19692 -2.17129 -0.71677

---

(2)
Molecular formula: C19H37Br10F2NO2
Method: DFT, ωB97M-V/def2-TZVPD

Computed properties:
- structure (SMILES) = NCCCC[C@@](F)(CCCF)OC=O.BrCCBr.BrCCBr.BrCCBr.BrCCBr.BrCCBr
- electronic energy (Ha) = -26891.2578
- charge = 0

Element x y z (Å)
1 Br -0.21967 -5.38840 -0.26668
2 Br -0.88558 -1.63623 -4.01422
3 Br -3.28490 -6.20062 -2.62909
4 Br 0.20430 5.33499 -0.87251
5 Br 4.33117 0.67026 0.50394
6 Br -4.80604 -4.85656 0.48649
7 Br 3.99978 3.66319 -1.59324
8 Br 0.22619 -3.78052 3.02770
9 Br -0.52030 4.06455 -4.24823
10 Br -3.37666 -1.62671 -1.23942
11 F 4.03305 3.57382 3.81443
12 F 0.77869 0.74551 2.20537
13 O -0.94808 2.27043 1.91565
14 O -1.17856 1.55756 4.07535
15 N 1.62892 -2.23788 -0.32179
16 C 5.63034 2.07581 0.16449
17 C -1.19253 -5.65690 1.39343
18 C 1.27496 0.74214 -0.38972
19 C 2.74292 3.87464 4.23113
20 C 1.28265 3.08251 2.37741
21 C -3.63335 -1.44825 -3.15956
22 C -5.53264 -6.07030 -0.84821
23 C 0.67278 2.02566 0.19216
24 C -4.50566 -7.04221 -1.37024
25 C 0.17984 -0.27998 -0.77891
26 C 0.30767 -1.63899 -0.11510
27 C 1.05561 5.76164 -2.56722
28 C 0.45249 1.97319 1.71670
29 C -1.57364 1.62915 2.93573
30 C 0.05126 5.83766 -3.68492
31 C 4.95301 3.41698 0.09432
32 C 1.74981 2.80382 3.80051
33 C -2.70196 -2.33850 -3.93751
34 C -1.39994 -4.36317 2.13176
35 H -0.27641 2.19643 -0.30846
36 H -3.89513 -7.48169 -0.58813
37 H 4.22658 3.55980 0.88712
38 H -4.99821 -7.83276 -1.93169
39 H 0.01212 -1.61930 0.94091
40 H 6.32907 2.04725 0.99765
41 H 0.49771 6.29195 -4.56661
42 H -2.13468 -4.49200 2.92412
43 H -2.53342 1.18311 2.64684
44 H 2.27778 1.85512 3.87284
45 H 0.21045 -0.47361 -1.84923
46 H 2.05168 0.32339 0.24579
47 H 1.58608 -3.19211 0.01397
48 H 0.94522 2.83818 4.52896
49 H -0.84392 6.38458 -3.40877
50 H -1.70838 -3.55284 1.47690
51 H 5.68730 4.21841 0.12917
52 H -5.95067 -5.44868 -1.63279
53 H -0.63508 -6.38643 1.97196
54 H -3.02252 -2.39995 -4.97524
55 H -3.50740 -0.39744 -3.39907
56 H -4.66647 -1.74003 -3.33485
57 H -2.63392 -3.33782 -3.51887
58 H 2.32939 -1.76874 0.23847
59 H -2.14830 -6.08006 1.09892
60 H -0.81202 0.12212 -0.57726
61 H -0.39605 -2.29999 -0.62412
62 H 1.28695 2.87699 -0.07271
63 H -6.33365 -6.60290 -0.34059
64 H 2.75325 3.94329 5.31910
65 H 6.14894 1.81363 -0.75181
66 H 2.43042 4.85468 3.86571
67 H 1.53464 6.72656 -2.41639
68 H 0.65130 3.96964 2.37920
69 H 1.77177 1.02382 -1.31675
70 H 1.81361 5.00623 -2.73492
71 H 2.15603 3.33290 1.78065

---

(3)
Molecular formula: C4H7NO2
Method: DFT, ωB97M-V/def2-TZVPD

Computed properties:
- structure (SMILES) = O[C@@H]1OC[C@H]2CN21
- relative energy (zero: lowest compared OMol25 entry of this formula, charge and spin) (kJ/mol) = 217.8
- charge = 0

Element x y z (Å)
1 O 0.83137 2.06683 0.41733
2 O 1.01336 -0.13326 1.13416
3 N -0.76728 0.61660 -0.15874
4 C 1.07581 -0.92691 -0.04471
5 C -0.08525 -0.43868 -0.90462
6 C 0.15556 0.94659 0.91614
7 C -1.42220 -0.67076 -0.31339
8 H 0.95327 -1.97214 0.26176
9 H 2.04548 -0.82869 -0.54364
10 H 0.21442 2.41107 -0.24802
11 H -1.49678 -1.39493 0.49453
12 H -2.30925 -0.58173 -0.93443
13 H 0.08830 -0.27052 -1.96235
14 H -0.29683 1.17654 1.88599